Density functional theory data (ωB97M-V with the def2-TZVPD basis set) for a structure of composition C46H59IIrN8OTe at a distorted geometry.

Results
HOMO-LUMO gap (alpha / beta) in Ha: 0.2308 / 0.2137
Spin multiplicity: 2
Energy above the lowest of the compared OMol25 structures with the same formula, charge and spin in eV: 1.687
Molecular weight in g mol⁻¹: 1186.8
HOMO level (alpha / beta) in eV: -12.2 / -12.1
Charge: +2
E_LUMO (alpha / beta) in eV: -5.922 / -6.304
Energy in Ha: -2971.026282

XYZ file:
```
117
C46H59IIrN8OTe ωB97M-V with the def2-TZVPD basis set
Ir 0.4521 -0.9569 -1.5809
C 0.7611 -3.6273 1.0239
N 1.0191 -4.1746 -0.3012
C 2.3504 -4.7365 -0.5015
C 0.1644 -3.9678 -1.3168
N -0.5781 -2.8496 -1.3314
C -1.8913 -2.8279 -1.8187
C -2.7588 -3.9204 -1.7237
C -4.0412 -3.8535 -2.2326
C -4.4736 -2.6927 -2.8628
C -3.6420 -1.5917 -2.9190
C -2.3616 -1.6297 -2.3583
N -1.4858 -0.5365 -2.3865
C -1.9516 0.7193 -2.3727
N -2.9704 1.1036 -1.5793
C -3.3436 0.3427 -0.3983
C -3.9372 2.1144 -1.9871
N -1.3597 1.6504 -3.1427
C -0.6907 1.2417 -4.3739
C -1.1584 3.0201 -2.6884
N 0.1169 -4.9007 -2.2947
C -0.3819 -4.6333 -3.6325
C 0.3483 -6.3142 -2.0274
H 0.3032 -4.3878 1.6613
H 0.0969 -2.7684 0.9683
H 1.7018 -3.3203 1.4782
H 3.0892 -3.9480 -0.3466
H 2.4593 -5.1033 -1.5173
H 2.5408 -5.5502 0.1991
H -2.4197 -4.8287 -1.2399
H -4.6981 -4.7088 -2.1527
H -5.4632 -2.6469 -3.2968
H -3.9752 -0.6858 -3.4123
H -2.4964 -0.2488 -0.0547
H -4.1869 -0.3237 -0.5942
H -3.6327 1.0439 0.3859
H -3.7252 2.4676 -2.9920
H -3.9388 2.9612 -1.2985
H -4.9342 1.6674 -1.9803
H -1.3602 0.6335 -4.9811
H 0.2109 0.6585 -4.1847
H -0.4283 2.1354 -4.9350
H -1.5257 3.1323 -1.6714
H -1.6652 3.7377 -3.3358
H -0.0911 3.2514 -2.6885
H -0.4477 -3.5648 -3.8172
H -1.3740 -5.0629 -3.7817
H 0.2979 -5.0843 -4.3592
H 0.4555 -6.4903 -0.9609
H 1.2369 -6.6824 -2.5432
H -0.5100 -6.8839 -2.3902
C -3.0564 2.7759 7.4795
C -2.3383 2.3974 6.2156
C -2.9095 1.5314 5.2945
C -2.2346 1.1412 4.1384
C -2.9186 0.1974 3.1825
C -0.9694 1.6737 3.9124
Te 0.3042 0.9295 2.2112
N 1.0415 -0.2983 0.4955
C 2.1377 -1.0172 0.4362
O 2.3559 -1.6238 -0.6754
C 3.1793 -1.1463 1.4947
C 2.8882 -1.4678 2.8188
C 3.9094 -1.5607 3.7516
C 5.2262 -1.3525 3.3641
C 5.5257 -1.0767 2.0377
C 4.5071 -0.9806 1.1040
C 0.4216 2.7564 1.1388
C 1.6742 3.3487 0.9249
C 2.9802 2.7520 1.3856
C 1.7210 4.5912 0.2951
C 0.5741 5.2631 -0.0987
C 0.6391 6.6366 -0.6992
C -0.6558 4.6408 0.1088
C -0.7562 3.3978 0.7120
C -2.1190 2.7829 0.8979
C -0.3467 2.5281 4.8258
C 1.0512 3.0496 4.6112
C -1.0581 2.8847 5.9631
H -4.0883 2.4309 7.4666
H -3.0488 3.8571 7.6182
H -2.5613 2.3327 8.3450
H -3.9013 1.1325 5.4775
H -3.4879 -0.5569 3.7235
H -2.1923 -0.3072 2.5430
H -3.6150 0.7429 2.5403
H 1.8744 -1.7030 3.1130
H 3.6821 -1.8135 4.7787
H 6.0219 -1.4233 4.0936
H 6.5548 -0.9567 1.7262
H 4.7245 -0.7666 0.0649
H 2.8399 1.8085 1.9053
H 3.4885 3.4418 2.0605
H 3.6437 2.5744 0.5374
H 2.6898 5.0546 0.1418
H 1.6628 6.9255 -0.9282
H 0.2338 7.3676 0.0028
H 0.0408 6.6989 -1.6085
H -1.5620 5.1491 -0.2034
H -2.8427 3.2307 0.2164
H -2.4694 2.9472 1.9186
H -2.0810 1.7061 0.7202
H 1.7342 2.2369 4.3485
H 1.4291 3.5254 5.5141
H 1.0735 3.7847 3.8035
H -0.5846 3.5408 6.6856
I 2.2766 1.3647 -2.1434
C 2.8480 -0.2705 -3.3425
C 4.0847 -0.3308 -3.9490
C 4.3735 -1.4598 -4.7026
C 3.4159 -2.4563 -4.8169
C 2.2010 -2.2870 -4.1767
N 1.9148 -1.2060 -3.4468
H 4.7986 0.4724 -3.8362
H 5.3287 -1.5493 -5.2020
H 3.6018 -3.3473 -5.3990
H 1.4171 -3.0240 -4.2688
```